1.
{
  "formula": "C12H24NO2",
  "method": "ωB97M-V/def2-TZVPD",
  "homo_energy_ev": [-10.634, -10.635],
  "charge": 1,
  "homo_lumo_gap_ev": [8.07, 8.08],
  "total_energy_ha": -676.472945,
  "e_above_lowest_ev": 4.9081,
  "elements": ["C", "C", "C", "C", "C", "C", "C", "C", "C", "C", "C", "C", "N", "O", "O", "H", "H", "H", "H", "H", "H", "H", "H", "H", "H", "H", "H", "H", "H", "H", "H", "H", "H", "H", "H", "H", "H", "H", "H"],
  "xyz": [[-0.72793, -1.06095, 2.76785], [0.57977, -1.54251, 2.23869], [-1.08784, 0.40640, 2.45197], [0.54393, -1.52281, 0.69143], [-1.29163, 0.37502, 0.85258], [0.98172, -0.06818, -2.13151], [1.73239, 1.23863, -1.98403], [0.00325, -0.21215, 0.20003], [1.60223, 1.78820, 0.25072], [2.11438, 1.70091, 1.61612], [-1.80336, -0.52850, -3.32954], [-1.14500, -1.06825, -2.01824], [-0.26850, -0.11131, -1.34367], [2.38335, 1.48034, -0.74800], [0.59162, 2.61632, 0.02702], [-1.48030, -1.73840, 2.38272], [-0.77250, -1.01941, 3.80581], [1.42897, -1.02574, 2.70259], [0.68484, -2.64246, 2.64218], [-2.05862, 0.75675, 2.81679], [-0.18499, 1.04652, 2.85280], [1.54025, -1.70478, 0.29534], [-0.25028, -2.16491, 0.54815], [-2.01029, -0.41795, 0.89591], [-1.49484, 1.35591, 0.41744], [0.76662, -0.15701, -3.22932], [1.62388, -0.89705, -1.86242], [2.58737, 1.41094, -2.77636], [1.04859, 2.08014, -2.30775], [1.35299, 1.93936, 2.46590], [2.86054, 2.56660, 1.77635], [2.67075, 0.76947, 1.77871], [-1.99084, -1.47945, -3.88575], [-2.80055, -0.06588, -3.35785], [-1.10119, -0.00105, -3.86435], [-0.54294, -1.98190, -2.19218], [-2.00357, -1.35337, -1.38517], [-0.69799, 0.77048, -1.52381], [0.14179, 2.60029, 0.89761]],
  "lowdin_charge": [-0.234, -0.187, -0.144, -0.153, -0.136, -0.106, -0.130, -0.192, -0.435, 0.014, -0.038, -0.175, -0.092, 0.042, 0.108, 0.119, 0.094, 0.102, 0.158, 0.112, 0.112, 0.121, 0.086, 0.094, 0.103, 0.148, 0.138, 0.185, 0.150, 0.114, 0.140, 0.102, 0.104, 0.095, 0.029, 0.142, 0.135, 0.143, 0.130]
}

***

2.
{
  "formula": "C12H24O12",
  "method": "ωB97M-V/def2-TZVPD",
  "homo_energy_ev": -10.805,
  "homo_lumo_gap_ev": 11.54,
  "total_energy_ha": -1374.541512,
  "e_above_lowest_ev": 0.1923,
  "elements": ["C", "O", "C", "O", "O", "C", "H", "H", "H", "H", "H", "H", "C", "O", "C", "O", "O", "C", "H", "H", "H", "H", "H", "H", "C", "O", "C", "O", "O", "C", "H", "H", "H", "H", "H", "H", "C", "O", "C", "O", "O", "C", "H", "H", "H", "H", "H", "H"],
  "xyz": [[2.15727, 9.01483, -19.16765], [3.40341, 8.61120, -19.70914], [3.80283, 7.39482, -19.33103], [3.11330, 6.56357, -18.81096], [5.08532, 7.26471, -19.65166], [5.71315, 6.00039, -19.39806], [2.08294, 10.09140, -19.31617], [2.12038, 8.85136, -18.09052], [1.32688, 8.51772, -19.66234], [4.98390, 5.19585, -19.39519], [6.21810, 6.05442, -18.43536], [6.44399, 5.86049, -20.18904], [9.31848, 3.62555, -22.14539], [9.81561, 4.96337, -22.13840], [9.23882, 5.75809, -21.24423], [8.45141, 5.41288, -20.40497], [9.65684, 7.00460, -21.44263], [8.97041, 8.00661, -20.71416], [8.28114, 3.61135, -22.46525], [9.31397, 3.21134, -21.13353], [10.01651, 3.05773, -22.74878], [9.19411, 7.95911, -19.64704], [7.88588, 7.95596, -20.82078], [9.31274, 8.96424, -21.09910], [9.14112, 4.45964, -28.62744], [9.71236, 4.77231, -27.36260], [9.69162, 6.05415, -27.00286], [9.19965, 6.96045, -27.60959], [10.30445, 6.13208, -25.81826], [10.36394, 7.41901, -25.20959], [9.57988, 3.52002, -28.95330], [9.34781, 5.23074, -29.36520], [8.06460, 4.31442, -28.52582], [10.13079, 8.20964, -25.92266], [11.36391, 7.55087, -24.81081], [9.61139, 7.49891, -24.42260], [5.94009, 7.75461, -23.01174], [6.14919, 6.33499, -23.04470], [6.44203, 5.82935, -24.24243], [6.36022, 6.40737, -25.29091], [6.88245, 4.59371, -24.04785], [7.16506, 3.81899, -25.24412], [5.29242, 8.04716, -23.83847], [6.89774, 8.27420, -23.07907], [5.45177, 8.03208, -22.08239], [8.24012, 3.90063, -25.40901], [6.64857, 4.18710, -26.12358], [6.90785, 2.80775, -24.94800]],
  "lowdin_charge": [-0.051, -0.003, -0.625, 0.131, -0.016, -0.017, 0.093, 0.099, 0.097, 0.097, 0.103, 0.056, -0.027, 0.016, -0.610, 0.110, 0.008, -0.038, 0.083, 0.097, 0.100, 0.103, 0.080, 0.098, -0.037, -0.015, -0.623, 0.134, 0.002, -0.027, 0.093, 0.096, 0.094, 0.092, 0.096, 0.086, -0.022, 0.002, -0.623, 0.134, -0.019, 0.001, 0.098, 0.094, 0.081, 0.088, 0.093, 0.097]
}

***

3.
{
  "formula": "C12H24O3",
  "method": "ωB97M-V/def2-TZVPD",
  "s_squared": 0.754,
  "homo_energy_ev": [-11.456, -11.456],
  "charge": 1,
  "homo_lumo_gap_ev": [8.39, 2.23],
  "total_energy_ha": -696.891335,
  "e_above_lowest_ev": 0.2881,
  "spin_multiplicity": 2,
  "elements": ["C", "C", "C", "O", "C", "H", "H", "H", "H", "H", "H", "H", "H", "C", "C", "C", "O", "C", "H", "H", "H", "H", "H", "H", "H", "H", "C", "C", "C", "O", "C", "H", "H", "H", "H", "H", "H", "H", "H"],
  "xyz": [[0.99588, 2.33521, -3.94697], [0.84708, 3.51297, -4.89824], [-0.11901, 4.37382, -4.13909], [-1.02457, 3.53996, -3.43624], [-0.41834, 2.32609, -3.21512], [1.83033, 2.46906, -3.25858], [1.18182, 1.34887, -4.37199], [0.26200, 3.11259, -5.72618], [1.83000, 3.88114, -5.19221], [-0.69757, 5.08694, -4.72630], [0.39390, 4.99103, -3.40146], [-1.13416, 1.64965, -3.68216], [-0.39279, 2.07461, -2.15484], [-2.27916, -0.44753, 0.97707], [-0.84640, -0.08056, 0.63226], [-0.43082, -1.04279, -0.47173], [-1.65064, -1.33367, -1.10044], [-2.76541, -0.92535, -0.33613], [-2.85167, 0.39470, 1.36563], [-2.36198, -1.14600, 1.80976], [-0.17028, -0.19272, 1.47983], [-0.82290, 0.94821, 0.27286], [0.14746, -1.84296, -0.00974], [0.19767, -0.47064, -1.15418], [-3.41681, -1.79687, -0.27110], [-3.14979, -0.01389, -0.79394], [0.66218, -2.74825, 2.95623], [1.70556, -1.75403, 3.34136], [2.16543, -1.97920, 4.77442], [1.81914, -3.34664, 4.94126], [0.58804, -3.53962, 4.17044], [0.89704, -3.36945, 2.09191], [-0.32115, -2.31089, 2.78330], [1.43888, -0.70753, 3.19365], [2.55622, -1.94573, 2.68735], [1.94325, -1.19294, 5.49591], [3.24607, -1.84679, 4.72171], [-0.35828, -3.42021, 4.69799], [0.50383, -4.59049, 3.89354]],
  "mulliken_spin": [-0.023, 0.018, 0.016, 0.647, 0.076, 0.009, 0.001, 0.006, -0.001, 0.025, 0.080, 0.094, 0.044, 0.000, 0.001, -0.001, 0.007, 0.000, 0.000, 0.000, 0.000, -0.001, 0.000, 0.002, 0.001, 0.001, 0.000, 0.000, 0.000, 0.000, 0.000, 0.000, 0.000, 0.000, 0.000, 0.000, 0.000, 0.000, 0.000]
}

***

4.
{
  "formula": "C12H24Si",
  "method": "ωB97M-V/def2-TZVPD",
  "homo_energy_ev": -8.933,
  "homo_lumo_gap_ev": 9.79,
  "total_energy_ha": -760.959087,
  "e_above_lowest_ev": 1.6004,
  "elements": ["C", "C", "C", "C", "C", "C", "C", "C", "C", "C", "C", "C", "Si", "H", "H", "H", "H", "H", "H", "H", "H", "H", "H", "H", "H", "H", "H", "H", "H", "H", "H", "H", "H", "H", "H", "H", "H"],
  "xyz": [[-2.24628, -2.60185, 3.21547], [-0.81635, 1.19859, 2.37306], [-0.97295, -2.85940, 3.13103], [-1.73445, 0.95947, 1.42408], [-0.81501, -2.42639, -1.26258], [2.71500, 0.94560, -1.46512], [0.81097, 1.86885, -2.94238], [1.27005, 2.91378, -0.69434], [0.24375, -3.19617, 3.40268], [-1.43753, 1.00009, 0.00164], [-0.22658, -1.14460, -1.91366], [1.35188, 1.61415, -1.51794], [0.18959, 0.23860, -0.70401], [-3.05030, -3.18443, 2.91501], [-2.51170, -1.79544, 3.77486], [-1.11514, 1.34107, 3.38370], [0.18853, 1.32664, 2.04006], [0.73431, -0.38401, 0.60514], [-2.78101, 0.92656, 1.76541], [-1.41268, -2.99105, -1.95963], [0.00861, -3.09156, -0.92774], [-1.54681, -2.16005, -0.38369], [2.76551, 0.14411, -2.22338], [3.57879, 1.61756, -1.67616], [2.91663, 0.71591, -0.48639], [0.05936, 2.63837, -2.91735], [0.45054, 1.07290, -3.52883], [1.64770, 2.22642, -3.45250], [2.05069, 3.57673, -0.94905], [0.35558, 3.48261, -0.57239], [1.64779, 2.57135, 0.23417], [0.28962, -4.07044, 4.11727], [1.20348, -2.76770, 3.15816], [-1.55587, 2.04396, -0.31221], [-2.19756, 0.47541, -0.59819], [-0.76584, -0.65896, -2.69109], [0.70763, -1.56664, -2.36313]],
  "lowdin_charge": [0.002, -0.017, -0.180, -0.268, -0.169, -0.120, -0.082, -0.090, -0.020, -0.301, -0.349, -0.616, 0.734, 0.038, 0.026, 0.042, 0.021, 0.032, 0.101, 0.047, 0.073, 0.089, 0.093, 0.095, 0.030, 0.079, 0.048, 0.060, 0.065, 0.081, 0.056, 0.083, 0.048, 0.077, 0.070, 0.044, 0.080]
}

***

5.
{
  "formula": "C12H25Br10N2O4S2",
  "method": "ωB97M-V/def2-TZVPD",
  "homo_energy_ev": -5.480,
  "charge": -1,
  "homo_lumo_gap_ev": 6.97,
  "total_energy_ha": -27419.037698,
  "elements": ["C", "C", "S", "O", "O", "N", "S", "N", "O", "O", "H", "H", "H", "H", "H", "Br", "C", "C", "Br", "H", "H", "H", "H", "Br", "C", "C", "Br", "H", "H", "H", "H", "Br", "C", "C", "Br", "H", "H", "H", "H", "Br", "C", "C", "Br", "H", "H", "H", "H", "Br", "C", "C", "Br", "H", "H", "H", "H"],
  "xyz": [[-3.04830, 0.02699, -1.73749], [-4.54700, 0.22733, -1.62302], [-5.18464, 1.93272, -2.05864], [-4.52964, 2.29869, -3.44727], [-4.63091, 2.91104, -0.95557], [-6.90967, 2.04619, -2.29754], [-7.78163, 0.75219, -1.51422], [-7.57728, -0.82366, -2.31528], [-9.31203, 1.09131, -1.69977], [-7.56164, 0.65125, 0.01822], [-2.48782, 0.07823, -2.77748], [-2.36215, -0.13595, -0.77553], [-5.17082, -0.68524, -1.24043], [-7.19751, -1.45020, -1.54771], [-6.81773, -0.71500, -3.04340], [-2.87936, -0.63824, 1.59596], [-1.22034, -0.47008, 2.60796], [-0.31776, 0.58236, 2.00654], [0.57090, -0.08327, 0.40272], [-0.76585, -1.46372, 2.64351], [-1.53098, -0.18115, 3.61607], [0.49266, 0.83396, 2.69632], [-0.84551, 1.49706, 1.72330], [5.40310, 0.27417, 0.06006], [4.28027, -1.31646, 0.17820], [4.29546, -2.09346, -1.11796], [3.17458, -1.23846, -2.46616], [3.28210, -0.98159, 0.47257], [4.71331, -1.90990, 0.98849], [3.86090, -3.08688, -0.97610], [5.29406, -2.19658, -1.55107], [-0.04158, 3.08066, 4.55215], [0.62794, 4.71296, 3.72020], [0.65415, 4.58761, 2.21435], [2.16597, 3.50624, 1.62269], [1.60977, 4.91436, 4.15676], [-0.07004, 5.49607, 4.02975], [0.80571, 5.56576, 1.74946], [-0.24814, 4.12911, 1.80073], [1.50310, -2.82732, 4.07694], [0.38027, -4.41795, 4.19507], [0.39546, -5.19494, 2.89891], [-0.72542, -4.33995, 1.55071], [-0.61790, -4.08308, 4.48944], [0.81331, -5.01139, 5.00536], [-0.03910, -6.18837, 3.04078], [1.39406, -5.29807, 2.46580], [7.27773, -1.09645, -4.08341], [5.81767, -0.01088, -4.78663], [6.20267, 1.44928, -4.84742], [6.13942, 2.26973, -3.07884], [4.94443, -0.20435, -4.15801], [5.63105, -0.40247, -5.79067], [5.48241, 2.01240, -5.44741], [7.20837, 1.61740, -5.24203]],
  "lowdin_charge": [-0.059, -0.256, 0.643, -0.472, -0.433, -0.357, 0.611, -0.133, -0.463, -0.445, 0.079, -0.039, 0.067, 0.054, 0.056, 0.698, -0.691, -0.717, 0.632, -0.029, 0.057, 0.008, 0.046, 0.585, -0.691, -0.663, 0.652, -0.016, 0.058, 0.059, 0.036, 0.637, -0.682, -0.678, 0.616, 0.051, 0.059, 0.059, 0.057, 0.621, -0.686, -0.694, 0.633, 0.057, 0.055, 0.056, 0.051, 0.589, -0.700, -0.690, 0.585, -0.042, 0.060, 0.059, 0.049]
}

***

6.
{
  "formula": "C12H25CaNO11P",
  "method": "ωB97M-V/def2-TZVPD",
  "homo_energy_ev": 4.625,
  "charge": -3,
  "homo_lumo_gap_ev": 1.74,
  "total_energy_ha": -2373.641594,
  "elements": ["Ca", "P", "O", "O", "O", "O", "O", "C", "O", "O", "H", "O", "C", "O", "O", "H", "C", "C", "C", "O", "C", "H", "H", "H", "H", "H", "H", "H", "H", "C", "C", "N", "C", "C", "C", "C", "H", "H", "H", "H", "H", "H", "H", "H", "H", "H", "H", "H", "H", "H", "H"],
  "xyz": [[-25.90235, -14.30621, 12.74013], [-23.54497, -14.14286, 14.35939], [-23.17890, -15.43141, 15.06116], [-23.30122, -12.78023, 15.08347], [-25.03633, -14.22787, 14.80830], [-23.71719, -14.11870, 12.80281], [-29.72506, -16.20758, 13.06259], [-29.00367, -15.53032, 13.94626], [-29.33202, -15.57059, 15.12800], [-28.02656, -14.82658, 13.54771], [-30.39529, -16.66586, 13.57481], [-27.03754, -9.95996, 12.59184], [-26.49158, -10.69609, 13.54458], [-26.29346, -11.93768, 13.44378], [-26.33407, -10.21179, 14.65950], [-27.10044, -9.12932, 13.06900], [-26.07591, -18.54284, 11.09504], [-24.83595, -18.65363, 12.01738], [-24.63772, -17.23613, 12.58410], [-25.91452, -16.58559, 12.34253], [-26.89021, -17.54736, 11.88366], [-26.54834, -19.52173, 11.01332], [-25.80009, -18.18461, 10.10322], [-23.96236, -19.06242, 11.50961], [-25.03112, -19.25495, 12.90531], [-23.79505, -16.75052, 12.09197], [-24.40361, -17.23000, 13.64864], [-27.64880, -17.07785, 11.25740], [-27.48278, -18.01362, 12.67078], [-29.07067, -13.89411, 10.32153], [-27.87588, -12.98431, 10.41312], [-26.50446, -13.56226, 10.47997], [-26.37161, -14.52325, 9.37779], [-24.97928, -15.19510, 9.25027], [-25.52747, -12.42774, 10.37073], [-25.45229, -11.77561, 8.95137], [-29.14069, -14.36669, 9.34181], [-29.95031, -13.28276, 10.52301], [-28.94300, -14.73710, 11.00062], [-27.96316, -12.34800, 9.53245], [-27.94966, -12.27925, 11.24110], [-27.11314, -15.28997, 9.60225], [-26.68927, -14.04758, 8.44993], [-24.59125, -15.37320, 10.25317], [-24.95281, -16.19515, 8.81750], [-24.32773, -14.48328, 8.74341], [-24.53570, -12.74351, 10.69445], [-25.76856, -11.65420, 11.09985], [-26.37989, -11.26957, 8.68380], [-25.15720, -12.45188, 8.14907], [-24.69350, -10.99720, 8.87129]],
  "lowdin_charge": [1.319, -0.137, -0.490, -0.501, -0.564, -0.600, 0.040, -0.859, -0.023, -0.127, 0.088, 0.048, -0.877, -0.085, -0.026, 0.080, -0.187, -0.177, -0.168, -0.267, -0.200, 0.087, 0.089, 0.089, 0.098, 0.107, 0.114, 0.105, 0.121, -0.093, -0.256, -0.233, -0.263, -0.061, -0.206, -0.094, 0.054, 0.078, 0.054, 0.091, 0.114, 0.091, 0.098, 0.060, 0.054, 0.058, 0.106, 0.094, 0.051, 0.042, 0.060]
}